{"formula": "C20H20I2N4O5W", "method": "the ωB97M-V functional and the def2-TZVPD basis", "symbols": ["W", "I", "I", "O", "O", "O", "O", "O", "N", "N", "N", "N", "C", "C", "C", "C", "C", "C", "C", "C", "C", "C", "C", "C", "C", "C", "C", "C", "C", "C", "C", "C", "H", "H", "H", "H", "H", "H", "H", "H", "H", "H", "H", "H", "H", "H", "H", "H", "H", "H", "H", "H"], "coordinates": [[-0.499234, 0.564967, 0.172718], [-3.338073, 3.966336, 2.042008], [-2.078297, 3.123920, -0.158786], [-0.819396, 1.504417, -1.645934], [-3.022970, -2.593290, -0.398075], [-0.058719, -1.008468, 1.260984], [0.791614, -0.367301, -0.872244], [1.277372, -2.530551, -1.302594], [-0.162110, 1.411818, 2.161142], [-2.449498, 0.283206, 1.295686], [-1.643197, -0.790333, -0.876936], [1.167250, 1.958200, 0.037282], [-2.726908, -1.437541, -0.287031], [1.742312, 2.462301, 1.300532], [-0.561440, -0.554398, 3.537401], [-0.844579, -2.402087, 5.057005], [2.261138, 2.320009, -3.449609], [0.506746, -1.642357, -1.346361], [0.050844, 1.692774, -2.650805], [-0.300992, 0.820735, 3.319050], [1.794538, 2.298145, -1.050364], [0.561182, 2.701983, 2.201062], [0.505696, 1.822337, -4.996770], [-0.801486, -1.052237, 4.839457], [-0.386242, 1.589520, -3.964378], [-0.324701, -1.456895, 2.479233], [-0.602479, -3.288091, 3.989967], [1.834954, 2.182454, -4.746522], [-0.329193, -2.831132, 2.719913], [1.379257, 2.060172, -2.381681], [-0.919943, -1.595824, -1.860559], [-3.498630, -0.436878, 0.539440], [3.279783, 2.617310, -3.232111], [-1.419469, 1.334241, -4.160248], [-0.123973, -3.507766, 1.900950], [-1.041779, -2.792555, 6.045021], [-2.806996, 1.162459, 1.669978], [-0.126722, 1.428947, 4.204893], [-0.904547, -1.109949, -2.838971], [-2.228706, -0.278511, 2.121214], [2.722583, 2.854112, -0.926638], [2.314274, 3.372339, 1.127037], [0.863477, 2.939650, 3.219199], [0.163096, 1.731637, -6.019197], [-1.350615, -2.588941, -1.949777], [-4.206066, -0.921292, 1.207109], [-0.948471, -0.353562, 5.654061], [2.510973, 2.363847, -5.569397], [-4.015278, 0.260151, -0.119542], [2.398165, 1.700519, 1.728951], [-0.061658, 3.508434, 1.820189], [-0.621358, -4.354299, 4.173613]], "forces_ev_per_angstrom": [[-0.05, -0.77, -1.24], [0.03, -0.01, 0.01], [-0.19, 0.10, 0.03], [0.27, -0.07, 0.44], [0.04, 0.03, -0.23], [0.07, 0.28, 0.16], [0.04, 0.39, 0.41], [0.05, 0.13, -0.09], [-0.04, 0.06, 0.10], [-0.03, 0.07, 0.01], [0.23, -0.13, 0.24], [0.10, 0.05, 0.10], [-0.27, 0.13, 0.18], [0.01, 0.00, -0.01], [0.01, 0.02, 0.03], [0.01, -0.05, -0.05], [0.02, 0.01, 0.05], [-0.20, -0.25, -0.15], [-0.02, -0.01, -0.13], [0.01, 0.01, -0.08], [0.00, -0.03, 0.02], [-0.03, 0.02, 0.01], [0.06, 0.02, 0.02], [-0.01, 0.05, 0.01], [-0.07, -0.01, 0.02], [-0.06, -0.14, 0.10], [-0.01, 0.06, 0.07], [-0.05, -0.02, -0.04], [0.01, -0.03, -0.11], [-0.01, -0.01, -0.06], [0.00, 0.09, 0.12], [0.10, -0.01, 0.09], [0.00, 0.00, -0.01], [0.00, 0.00, -0.01], [0.00, 0.00, 0.00], [0.00, 0.01, 0.00], [0.00, 0.03, -0.05], [0.01, 0.00, 0.00], [-0.04, 0.03, 0.01], [0.01, -0.01, -0.02], [0.00, 0.00, 0.01], [-0.01, 0.01, 0.00], [0.01, -0.01, 0.00], [0.00, 0.00, 0.00], [0.01, -0.01, 0.02], [0.00, -0.02, -0.01], [0.00, -0.01, 0.00], [0.00, 0.00, 0.00], [-0.02, 0.01, 0.02], [0.01, 0.01, -0.01], [-0.02, 0.00, 0.01], [0.00, 0.00, 0.00]], "lowdin_charge": [1.856, 0.308, 0.713, -0.526, 0.157, -0.187, -0.205, 0.224, -0.124, -0.095, -0.107, -0.111, -0.485, -0.147, -0.161, -0.024, 0.014, -0.465, -0.324, -0.029, -0.021, -0.204, -0.004, 0.007, 0.017, -0.288, 0.008, -0.031, 0.047, -0.142, -0.051, -0.080, 0.133, 0.134, 0.142, 0.127, -0.027, 0.157, 0.138, 0.093, 0.159, 0.140, 0.137, 0.129, 0.143, 0.149, 0.133, 0.124, 0.133, 0.146, 0.041, 0.132], "homo_ev": -14.606, "de_lowest_kj_mol": 131.97, "multiplicity": 1, "e_tot_ev": -55277.021, "charge": 2, "fmax_ev_per_a": 1.464}